(1)
C6H9N2 | the ωB97M-V functional and the def2-TZVPD basis

The geometry in XYZ format:
```
17
C6H9N2, DFT the ωB97M-V functional and the def2-TZVPD basis
N 1.0428 1.1380 0.5281
N -1.8861 0.3097 -0.1963
C 1.1237 0.8170 -0.8825
C 0.0384 -0.8478 0.5008
C 0.4716 0.2703 1.2677
C -1.4792 -0.8754 0.3848
C -2.2905 1.2926 -0.7306
C 0.6539 -0.6122 -0.8726
H 0.6542 1.6557 -1.6460
H 2.1617 0.8843 -0.9521
H -1.7665 -1.6339 -0.2478
H -0.0992 -0.9480 -1.5547
H 1.4146 -1.3798 -1.0667
H -1.9426 -0.8907 1.4022
H 1.3526 2.0798 0.7441
H 0.2872 -1.7623 1.0124
H 0.2635 0.5027 2.3093
```

HOMO level: -15.18 eV
energy: -9338.956 eV
charge: +1
relative energy (zero: lowest compared OMol25 entry of this formula, charge and spin): 3.297 eV

(2)
C4H5NO | the ωB97M-V functional and the def2-TZVPD basis

The geometry in XYZ format:
```
11
C4H5NO, DFT the ωB97M-V functional and the def2-TZVPD basis
O 0.5674 1.2764 -1.2744
N 0.3219 0.1273 0.7105
C -0.1598 0.8906 -0.3956
C 1.0311 -0.8637 0.5688
C 1.7793 -1.9320 0.4936
C -1.6153 1.2526 -0.2782
H 1.3307 -2.9177 0.5259
H -2.0737 1.2595 -1.2678
H 2.8545 -1.8327 0.4016
H -2.1523 0.5823 0.3936
H -1.6793 2.2659 0.1295
```

SMILES: C=C=NC(C)=O
HOMO level: -9.33 eV
energy: -7765.253 eV
charge: 0
relative energy (zero: lowest compared OMol25 entry of this formula, charge and spin): 1.274 eV

(3)
C30H45NO3P2PbS | the ωB97M-V functional and the def2-TZVPD basis

The geometry in XYZ format:
```
83
C30H45NO3P2PbS, DFT the ωB97M-V functional and the def2-TZVPD basis
Pb -1.3636 -0.5523 -0.0595
S -0.3141 -5.4905 1.4893
P 1.0306 0.1527 -4.5531
P 3.5658 1.1795 -2.9911
O -2.4295 -2.4634 0.8311
O -0.3321 -6.6971 0.6993
O 0.8428 -5.1892 2.2920
N -0.8641 -4.1533 0.6726
C -3.6896 0.0678 1.4299
C -3.6548 -4.1802 3.1328
C -2.2482 1.8272 1.0086
C 2.1957 2.8752 -1.1247
C -1.9055 1.2531 2.2643
C 2.4570 2.0589 2.2556
C -3.8714 -5.0662 4.1992
C -2.7893 0.1696 2.5156
C 3.0795 0.9293 1.8858
C 2.1584 0.5127 -0.4767
C -1.9486 -3.6019 1.2058
C -1.0151 1.8728 3.2713
C -3.3355 1.0508 0.4576
C 2.3087 1.5092 -1.6562
C 5.1171 0.3668 -2.5850
C 2.8902 0.1744 -4.3463
C -1.9555 -6.4246 3.5581
C -1.7232 -5.4948 2.5538
C 3.3724 0.4829 0.4748
C -4.1044 1.3380 -0.7747
C 2.0507 3.2170 1.3899
C -3.0474 -6.1920 4.4021
C 3.9776 2.8628 -3.5147
C 1.2407 -0.6812 -6.2052
C -4.8581 -0.8330 1.3754
C 2.8663 3.3780 0.0593
C -2.9312 -0.5919 3.7775
C 0.8575 1.8961 -5.1676
C -1.8057 3.1437 0.4827
C -2.5329 -4.4047 2.3117
H 5.4221 0.5431 -1.5449
H 0.9702 3.1602 1.1494
H 1.9390 -0.5232 -0.8121
H -5.2989 -0.9888 2.3717
H 2.9878 4.4640 -0.1215
H 3.4710 0.2381 2.6501
H 3.3892 0.4820 -5.2902
H -4.1628 0.4688 -1.4514
H -1.6373 3.8661 1.3013
H -0.1721 2.4086 2.8215
H -3.2508 -6.8915 5.2133
H 1.2679 0.8276 0.0828
H -3.9370 -0.4224 4.1982
H 1.4721 3.5479 -1.6123
H 4.7927 2.8729 -4.2478
H -5.6437 -0.4603 0.7088
H -1.5625 2.5983 3.8937
H -4.6943 -4.8767 4.8894
H 1.3937 -1.7506 -5.9984
H 5.8954 0.7659 -3.2515
H -2.5642 3.5874 -0.1808
H -4.3279 -3.3423 2.8993
H -4.5359 -1.8185 1.0078
H 2.1304 -0.2827 -6.7158
H 3.6674 -0.5782 0.5768
H 5.0414 -0.7126 -2.7661
H -3.6701 2.1802 -1.3306
H -2.2006 -0.2709 4.5303
H -0.8708 3.0671 -0.1005
H 3.8841 2.9816 0.2063
H -0.5926 1.1271 3.9520
H 1.8124 2.3149 -5.4943
H 0.3498 -0.5284 -6.8249
H 2.1735 2.1887 3.3074
H 3.0983 3.3830 -3.9171
H -5.1379 1.6206 -0.5119
H 0.1478 1.8996 -6.0062
H -2.8274 -1.6812 3.6337
H 4.2598 0.9881 0.0445
H 4.3136 3.3944 -2.6110
H 3.1891 -0.8797 -4.1790
H 1.4126 1.3434 -2.2856
H 0.4488 2.4989 -4.3490
H 2.1536 4.1624 1.9570
H -1.2881 -7.2751 3.6661
```

HOMO level (spin up / spin down): -12.17 / -12.17 eV
energy: -74113.460 eV
charge: +2
relative energy (zero: lowest compared OMol25 entry of this formula, charge and spin): 1.122 eV

(4)
C8H14O | the ωB97M-V functional and the def2-TZVPD basis

The geometry in XYZ format:
```
23
C8H14O, DFT the ωB97M-V functional and the def2-TZVPD basis
O 0.6303 -1.7417 -2.7187
C 1.2351 1.0913 0.9138
C -0.4012 0.0761 -1.5333
C -0.8522 1.3759 -1.7723
C -1.7514 -0.0933 0.6314
C -0.4838 -0.5651 -0.1558
C 0.8594 -1.1255 1.9430
C 0.1637 -0.5844 -2.7140
C 0.8445 -0.3865 0.6352
H 0.3093 -0.0213 -3.6063
H 0.1760 -0.6702 2.6769
H 2.2204 1.1342 1.3597
H 0.5286 1.5419 1.6659
H -0.5862 -1.6572 -0.3008
H 1.8687 -1.0121 2.3692
H -1.7460 0.9807 0.8671
H -1.8302 -0.6964 1.5257
H 1.6551 -0.8181 0.0148
H 0.6012 -2.1915 1.8071
H -0.7631 1.8834 -2.7563
H -1.2594 2.0217 -0.9745
H 1.2737 1.7302 0.0409
H -2.6928 -0.2718 0.0812
```

SMILES: C=C(C=O)[C@H](C)C(C)C
HOMO level: -9.84 eV
energy: -10569.564 eV
charge: 0
relative energy (zero: lowest compared OMol25 entry of this formula, charge and spin): 0.480 eV

(5)
C4H12N2 | the ωB97M-V functional and the def2-TZVPD basis

The geometry in XYZ format:
```
18
C4H12N2, DFT the ωB97M-V functional and the def2-TZVPD basis
N 1.9551 0.5570 -1.2709
N -2.3628 1.1680 0.2817
C 0.6313 -1.1827 0.0639
C -0.8226 -0.7311 -0.0044
C -1.2044 0.4759 0.8590
C 1.7330 -0.1299 0.0069
H 0.8201 -1.9609 -0.6633
H 2.6715 -0.6214 0.2355
H 0.7561 -1.6743 1.0205
H -1.4614 0.2207 1.8877
H -2.1142 1.5900 -0.6066
H 1.5641 0.5430 0.8512
H -0.3590 1.1324 0.9341
H -2.6315 1.9425 0.8709
H 1.0829 0.7631 -1.7581
H -1.5529 -1.5202 0.1870
H 2.3520 -0.1587 -1.8764
H -1.0573 -0.4132 -1.0187
```

SMILES: NCCCCN
HOMO level: -9.28 eV
energy: -7322.461 eV
charge: 0
relative energy (zero: lowest compared OMol25 entry of this formula, charge and spin): 0.568 eV

(6)
C27H30N4O5 | the ωB97M-V functional and the def2-TZVPD basis

The geometry in XYZ format:
```
66
C27H30N4O5, DFT the ωB97M-V functional and the def2-TZVPD basis
O -2.5794 3.4366 0.2809
O 3.4456 -2.8150 -1.4425
O -5.3528 -0.3553 1.0590
O 3.3478 1.7087 -1.2178
O -5.3844 -1.9567 -0.9699
N 4.3451 -0.9155 -0.5874
N -1.2753 1.7609 -0.5499
N 1.9451 0.1344 -2.0171
N -0.1066 1.2983 -0.9698
C 0.9871 3.3417 -0.3842
C 0.9833 1.9977 -0.9024
C -2.3388 0.8295 -0.6821
C 0.1470 -1.3329 1.0420
C -0.3500 5.1551 0.5280
C -4.3396 -0.1948 0.1727
C 2.1203 4.1587 -0.2876
C 3.6038 -1.6118 -1.4623
C 0.0950 -2.8241 0.7290
C 2.5546 -1.6999 1.5978
C -3.3237 0.7344 0.2981
C 3.9487 -1.1837 1.8264
C 0.9124 -3.5856 1.7654
C -4.3574 -1.0700 -0.9404
C 2.2089 1.2881 -1.3786
C -5.4296 0.5290 2.1520
C -5.4637 -2.8554 -2.0488
C 1.5475 -0.8818 1.3223
C 4.8593 -1.4998 0.6279
C 0.7754 5.9419 0.6155
C -0.2580 3.8533 0.0314
C 2.0093 5.4385 0.2069
C 2.9803 -0.7194 -2.5512
C -2.3570 -0.0186 -1.7744
C 2.3803 -3.1920 1.6334
C -3.3609 -0.9666 -1.8963
C -1.4759 3.0459 -0.0463
H 0.9976 -0.2094 -1.9687
H 2.7778 -3.6074 0.7026
H -3.2888 1.3986 1.1432
H 5.8640 -1.1083 0.8097
H -6.3472 0.2667 2.6759
H 2.8890 6.0610 0.2768
H -1.3208 5.5140 0.8343
H -0.4782 -1.1151 1.9160
H -6.3502 -3.4591 -1.8618
H 3.0739 3.7692 -0.6035
H 1.7070 0.1905 1.3091
H -3.3563 -1.6178 -2.7549
H -4.5786 0.4047 2.8297
H 2.5523 -1.3553 -3.3265
H 4.3313 0.0974 -0.6532
H 0.8038 -4.6622 1.6226
H 4.3813 -1.6433 2.7177
H -5.4821 1.5711 1.8226
H 0.7046 6.9486 0.9992
H 3.7619 -0.0841 -2.9784
H 0.5503 -3.3376 2.7660
H -5.5787 -2.3308 -3.0030
H -0.9416 -3.1671 0.7205
H 3.9235 -0.1014 1.9730
H 2.9619 -3.6114 2.4586
H -1.5944 0.0632 -2.5325
H 0.5240 -3.0055 -0.2584
H -4.5854 -3.5076 -2.0956
H 4.9170 -2.5783 0.4703
H -0.2627 -0.7573 0.2087
```

SMILES: COc1ccc(-n2nc(C(=O)NCC(=O)NCCC3=CCCCC3)c3ccccc3c2=O)cc1OC
HOMO level: -8.04 eV
energy: -44684.491 eV
charge: 0
relative energy (zero: lowest compared OMol25 entry of this formula, charge and spin): 2.730 eV

(7)
H12O6 | the ωB97M-V functional and the def2-TZVPD basis

The geometry in XYZ format:
```
18
H12O6, DFT the ωB97M-V functional and the def2-TZVPD basis
O 4.1084 -0.5767 -1.6753
O 0.3610 3.8620 0.1520
O -3.6267 -2.6181 -0.8978
O -4.8588 0.2860 0.3660
O -0.1554 0.6348 0.2562
O 3.4840 -2.1791 1.4981
H 0.6781 0.9525 -0.1088
H 1.2136 3.4146 0.1957
H 2.8160 -2.6853 1.9739
H -4.3040 -0.5002 0.3118
H -4.5720 0.7199 1.1775
H 3.9840 0.3776 -1.7271
H -4.0292 -2.0566 -0.2258
H -0.6207 0.2696 -0.5048
H 0.3707 4.3017 -0.7057
H -3.0518 -2.0206 -1.3891
H 3.7135 -1.4656 2.1042
H 4.4893 -0.7165 -0.8010
```

SMILES: O.O.O.O.O.O
HOMO level: -11.50 eV
energy: -12478.982 eV
charge: 0
relative energy (zero: lowest compared OMol25 entry of this formula, charge and spin): 2.132 eV